1.
Here is the molecule C22H32N2O2 from the OMol25 dataset. Energies are from wB97M-V/def2-TZVPD.

Geometry (Å):
C 0.19212 1.01564 1.36602
H -2.73732 5.28692 -0.95852
H -1.14680 3.87843 -2.26077
C 1.56196 0.92512 1.98180
H -1.08440 -1.45194 1.80343
C -3.79181 6.09998 -2.63315
H -3.19696 -0.59803 -2.49973
H -4.16923 7.14762 -0.92299
H 6.10064 1.34435 3.70384
C 1.74663 0.48632 3.28954
H 5.52738 -0.40058 5.81502
C -4.38417 3.78646 -3.44581
H -5.14843 7.56261 -2.14716
H -2.88944 2.91805 -0.57354
H 5.93451 -0.38297 3.45144
C -3.12212 3.21778 -2.81241
H 0.66238 -1.69163 1.69750
C -0.23361 -1.47744 1.11669
C -2.52370 5.53567 -2.00688
H 3.31738 -1.16019 5.27718
H -1.74908 6.30459 -1.99564
H 0.88245 0.23508 3.89686
C -3.35437 2.48259 -1.45902
H -5.77183 5.42737 -3.17096
H -3.36452 1.42959 -4.08624
H 5.02063 1.27934 5.80333
H -0.38769 -2.28986 0.40529
N -4.18990 7.31687 -1.92404
H 2.84398 0.37690 5.97609
C 5.41078 0.50623 3.81390
C 2.68219 1.25470 1.21631
H -0.57761 1.01887 2.14330
C -4.87335 5.02184 -2.69675
C 4.13224 0.71364 3.04234
H 0.74201 -0.19660 -0.30919
C -2.66735 1.22379 -2.02984
C -2.62597 1.88089 -3.42138
H -4.40520 2.27534 -1.25411
H 0.10176 1.94198 0.79671
H -4.16882 4.04607 -4.48915
C -0.08838 -0.14689 0.39961
H 4.82042 1.41705 1.12842
O -0.29745 1.60824 -1.75555
H -5.15281 4.74794 -1.67134
C 3.02644 0.38549 3.81356
C 4.93120 0.33140 5.27159
C 3.44440 -0.07754 5.18640
H 2.53654 1.60747 0.20084
H -3.55347 6.39230 -3.66418
H -5.16220 3.01741 -3.46480
C -2.03753 4.28943 -2.73913
N -1.29483 0.12069 -0.37198
H -1.64381 1.90157 -3.89099
O -3.49945 0.07945 -1.88356
H -2.14060 -0.39759 -0.19700
C -1.29370 1.00038 -1.39749
H -1.74712 4.55646 -3.76215
C 3.96404 1.14980 1.73644

Summary:
Charge: 0
HOMO, eV: -8.54
Total energy, hartree: -1117.545885
Energy above the lowest of the compared OMol25 structures with the same formula, charge and spin, kcal per mole: 18.4
Gap between HOMO and LUMO, eV: 9.2
Largest force on an atom, eV/Å: 0.222

Here are the natural (NBO) charges for atoms 1 to 5, given in e: -0.421 0.186 0.237 -0.019 0.200

2.
Here is the molecule C5H6O3 in a non-equilibrium geometry from the OMol25 dataset. Energies are from wB97M-V/def2-TZVPD.

Geometry (Å):
O -1.71310 0.42079 1.57561
H -0.72830 0.91643 -2.50622
C -0.21179 0.54262 -1.60567
H -2.46662 -0.10400 1.70583
C -0.82465 -0.03314 0.60145
H -0.16655 -2.06549 0.69952
H 2.47827 0.17543 0.30051
C 1.09711 0.32969 -1.38020
C 1.51988 0.12525 0.00755
O -1.19887 0.26898 -0.71020
C 0.57211 0.23008 0.92742
O -1.08583 -1.67858 0.64975
H 1.00045 0.33632 1.92865
H 1.72789 0.53562 -2.19400

Summary:
Charge: 0
HOMO, eV: -8.81
Total energy, hartree: -419.767072
Energy above the lowest of the compared OMol25 structures with the same formula, charge and spin, kcal per mole: 45.4
Gap between HOMO and LUMO, eV: 9.4
SMILES: OC1(O)C=CC=CO1
Largest force on an atom, eV/Å: 4.397

Here are the natural (NBO) charges for atoms 1 to 5, given in e: -0.701 0.206 0.194 0.500 0.734

3.
Here is a cluster of 2 separate species, CH5BO3S in total in a non-equilibrium geometry from the OMol25 dataset. Energies are from wB97M-V/def2-TZVPD.

Geometry (Å):
S -1.31887 2.50123 -0.13725
B 0.43581 -1.50306 -0.28455
H 1.44457 -3.18648 -0.43583
H 0.90200 -0.09078 0.96500
H -0.81621 3.51495 1.74938
O -0.15696 -0.53550 -1.04154
O 0.69138 -2.73589 -0.79559
H -0.81302 -0.81167 -1.58705
O 0.92090 -0.99673 0.91934
C -0.54255 2.60488 1.31340
H -0.74705 1.23906 -0.66531

Summary:
Charge: 0
HOMO, eV: -8.67
Total energy, hartree: -689.887915
Energy above the lowest of the compared OMol25 structures with the same formula, charge and spin, kcal per mole: 50.1
Gap between HOMO and LUMO, eV: 8.7
Largest force on an atom, eV/Å: 4.801

Here are the natural (NBO) charges for atoms 1 to 5, given in e: 0.155 1.260 0.507 0.499 0.134

4.
Here is a cluster of 6 separate species, C20H30Cl10IN2O4 in total in a non-equilibrium geometry from the OMol25 dataset. Energies are from wB97M-V/def2-TZVPD.

Geometry (Å):
C -1.18719 2.16450 -2.16723
Cl -0.35460 0.18257 6.18354
Cl -2.15988 3.03884 6.77818
Cl 4.21472 -1.66684 3.68693
Cl -1.41944 -4.54707 -4.78038
H -0.77019 1.83860 -3.11724
Cl 2.63357 -4.45085 4.88486
O 1.30918 0.79479 -3.35600
N 0.97172 2.35557 1.96581
H -0.84097 3.17604 -1.97107
Cl 1.43555 -3.84192 -6.52474
C -2.72113 2.30565 -2.40804
H -2.97358 2.55240 -0.20932
H 3.18530 6.80414 0.19064
H -0.25377 -6.72546 0.65463
C 0.26055 -4.62601 -4.17784
H -0.53588 -7.32302 -2.33957
N 0.59056 -1.33104 0.69568
H -1.48902 0.33963 -1.02234
O -4.68473 1.65309 -1.03340
H 0.64133 -5.62502 -4.38425
C -4.32721 0.35643 -0.85526
H 0.07332 3.04661 6.01344
C -0.88014 2.79960 5.55402
C 2.92568 -2.60570 2.88098
H 1.03936 -7.37340 -0.35654
H -1.07090 3.51151 4.75329
H -1.86117 1.11459 4.63297
H 3.39836 -3.39318 2.29974
H -1.03562 -8.42378 -1.05236
H 2.42052 -1.92799 2.19396
C 0.60204 -0.46414 -0.06404
I 2.10497 3.39425 -1.60179
Cl 0.60363 6.96043 -1.11115
H 2.88315 7.65291 1.70940
C 1.02678 0.05882 -2.40262
H -1.04304 1.72665 -0.07416
H 2.10808 -3.56128 -4.28948
C 2.42495 7.04376 0.93098
C 1.33507 2.05003 0.91189
C -3.55717 2.54948 -1.12890
C 1.27115 7.79561 0.31477
C 1.66718 1.63536 -0.44799
H -3.78243 -0.16178 -1.65592
C -0.84153 1.21753 -1.01948
H 1.53429 -2.39360 4.51903
C 1.92848 -3.16563 3.86205
H 0.46376 7.93896 1.02863
O 1.07618 -1.16304 -2.43062
H -2.81386 3.21158 -3.00962
O -4.64692 -0.24966 0.11823
H 0.22147 -4.48589 -3.10042
C -0.87719 1.40222 4.99472
H -4.00511 3.53629 -1.20675
H 0.70306 -2.56963 -4.66636
C 1.13773 -3.55923 -4.78083
H 1.09688 -3.61259 3.32079
H 2.59217 1.06680 -0.39406
Cl 0.60471 -5.12552 -0.84506
Cl -2.46045 -6.57146 -1.20761
H 1.60834 8.77461 -0.02358
C -0.87597 -7.37692 -1.30771
C 0.13128 -6.77146 -0.36125
H -0.17405 1.34494 4.16524
C 0.60690 0.67492 -1.02823
Cl 1.90708 5.52568 1.69932
H -3.09589 1.49773 -3.03052

Summary:
Charge: -1
HOMO, eV: -5.83
Total energy, hartree: -6090.255190
Gap between HOMO and LUMO, eV: 7.8
Largest force on an atom, eV/Å: 2.055

Here are the natural (NBO) charges for atoms 1 to 5, given in e: -0.419 -0.075 -0.081 -0.084 -0.083

> Number 3 is which compound?

CH5BO3S